Computed, not measured: a molecular structure, C4H5ClFP at a distorted geometry, with ωB97M-V/def2-TZVPD.

Geometry (Å):
1 C 0.37 1.52 0.35
2 C 0.57 0.54 1.24
3 C -0.84 0.74 -0.26
4 C -0.48 -0.31 0.75
5 F 1.67 -1.24 -1.32
6 P 0.64 -2.32 -0.60
7 Cl -0.62 -2.44 -2.18
8 H 0.95 2.51 0.25
9 H 1.43 0.41 2.06
10 H -1.89 1.21 -0.28
11 H -0.68 0.38 -1.23
12 H -1.10 -1.00 1.22

Largest force on an atom ... 0.083 hartree/bohr
Energy relative to the best compared isomer or geometry (same formula, charge and spin) ... 146.2 kJ/mol
Orbital gap (alpha / beta) ... 7.320 / 7.435 eV
Total charge ... 0
Electronic energy ... -28755.088 eV

List of natural (NBO) charges in e, atom by atom: -0.1472, -0.2631, -0.4591, -0.2087, -0.5968, 0.9024, -0.3153, 0.2245, 0.2177, 0.2166, 0.2173, 0.2119

***

Computed, not measured: a single C4H5ClN2 molecule at a distorted geometry, with ωB97M-V/def2-TZVPD.

Geometry (Å):
1 C 0.44 0.88 -0.12
2 C 0.33 -0.44 -0.20
3 C -1.94 0.02 0.04
4 C 1.36 -1.49 0.01
5 N -1.83 1.28 0.12
6 N -0.61 1.74 0.05
7 Cl -3.32 -1.01 0.10
8 H 1.40 1.36 -0.24
9 H 2.35 -1.00 -0.11
10 H 1.23 -1.74 1.03
11 H 1.28 -2.38 -0.56
12 H -0.69 2.78 -0.14

Largest force on an atom ... 0.079 hartree/bohr
Energy relative to the best compared isomer or geometry (same formula, charge and spin) ... 481.4 kJ/mol
Orbital gap ... 8.410 eV
Total charge ... 0
Electronic energy ... -19726.955 eV

List of natural (NBO) charges in e, atom by atom: -0.1495, 0.0243, 0.1260, -0.6740, -0.2896, -0.3977, 0.0531, 0.2157, 0.2240, 0.2276, 0.2271, 0.4129

***

Computed, not measured: a single C4H5ClN2 molecule at a distorted geometry, with ωB97M-V/def2-TZVPD.

Geometry (Å):
1 Cl -1.58 -0.98 0.08
2 C -0.10 -0.57 0.99
3 C 0.53 0.80 1.01
4 C 0.17 1.60 -0.19
5 N 0.45 1.07 -1.31
6 N 1.30 -0.08 -1.08
7 C 1.22 -0.38 0.32
8 H -0.09 -1.21 1.85
9 H 0.78 1.28 1.94
10 H -0.26 2.54 -0.19
11 H 1.06 -0.85 -1.70
12 H 2.11 -0.82 0.81

Largest force on an atom ... 0.038 hartree/bohr
Energy relative to the best compared isomer or geometry (same formula, charge and spin) ... 230.4 kJ/mol
Orbital gap ... 9.837 eV
Total charge ... 0
Electronic energy ... -19729.557 eV

List of natural (NBO) charges in e, atom by atom: -0.0428, -0.2286, -0.3102, 0.0261, -0.2012, -0.4534, -0.0816, 0.2358, 0.2422, 0.2049, 0.3840, 0.2247

***

Computed, not measured: a single C4H5ClN2 molecule at a distorted geometry, with ωB97M-V/def2-TZVPD.

Geometry (Å):
1 C 0.63 -0.68 -1.48
2 C 1.25 -1.73 -2.31
3 C -0.52 1.55 -0.81
4 C 0.55 -1.09 0.02
5 N 0.06 0.53 -1.67
6 N -0.47 1.57 -2.24
7 Cl 2.12 -2.88 -1.49
8 H -1.42 1.11 -0.34
9 H 0.10 2.23 -0.25
10 H 0.19 -2.09 -0.07
11 H 1.42 -1.07 0.51
12 H -0.08 -0.60 0.67

Largest force on an atom ... 0.081 hartree/bohr
Energy relative to the best compared isomer or geometry (same formula, charge and spin) ... 749.5 kJ/mol
Orbital gap (alpha / beta) ... 6.821 / 7.177 eV
Total charge ... 0
Electronic energy ... -19724.177 eV

List of natural (NBO) charges in e, atom by atom: -0.0246, -0.1242, -0.1034, -0.6390, -0.0160, -0.1527, 0.0600, 0.1763, 0.1907, 0.2167, 0.2115, 0.2046